DFT (ωB97M-V with the def2-TZVPD basis set) results for a 5-piece molecular cluster, C37H68N4O4 overall in a non-equilibrium geometry.

Each line ends with the Mulliken charge.
Geometry (Å):
C1 -2.57928 -0.63983 1.39201  -1.56
C2 -2.56854 -1.75532 0.36790  -0.21
C3 -2.62533 -1.28150 -1.08133  0.97
C4 -3.43226 -0.02509 -1.34452  -1.07
C5 -3.27136 0.41524 -2.80451  0.41
C6 -4.44899 0.00382 -3.70450  -1.18
C7 -4.02064 -0.52576 -5.06452  -1.10
C8 -3.13506 -1.73593 -4.97756  0.81
C9 -2.56360 -2.16019 -6.33540  -1.42
C10 -1.16310 -2.73295 -6.18232  0.15
C11 -1.21612 -4.04672 -5.40073  -0.99
C12 -0.14369 -4.25030 -4.33523  -1.29
C13 0.15142 -3.06731 -3.41361  1.34
C14 1.17961 -3.49483 -2.37184  -1.61
C15 1.41896 -2.47723 -1.26363  -0.48
C16 2.50713 -1.44286 -1.60584  0.46
C17 3.82486 -1.77863 -0.92246  -1.04
C18 4.79879 -0.62445 -0.70746  -1.48
C19 4.26134 0.66361 -0.13575  0.02
O1 3.63461 1.58325 -1.04512  -0.35
C20 2.73909 2.29874 -0.32376  0.53
O2 2.34347 3.46061 -0.56844  -0.64
O3 2.30061 1.53082 0.70420  -0.30
C21 3.37293 0.69197 1.12046  0.02
O4 2.86442 -0.49194 1.57840  -0.49
H1 -2.36123 -0.99502 2.38929  0.44
H2 -1.86418 0.13510 1.15194  0.27
H3 -3.54536 -0.15822 1.40781  0.31
H4 -3.37198 -2.43887 0.58004  0.40
H5 -1.64092 -2.30306 0.49426  0.04
H6 -1.62585 -1.12344 -1.46372  -0.67
H7 -3.07164 -2.07783 -1.66293  0.18
H8 -4.47812 -0.20788 -1.13037  0.33
H9 -3.11220 0.79393 -0.71844  0.48
H10 -3.21549 1.49616 -2.81134  0.63
H11 -2.33328 0.04157 -3.18394  -0.51
H12 -5.05926 -0.74061 -3.21419  0.46
H13 -5.06496 0.88106 -3.83371  0.34
H14 -3.53025 0.27672 -5.60605  0.40
H15 -4.90526 -0.77544 -5.63788  0.40
H16 -3.67961 -2.56495 -4.54555  0.37
H17 -2.28826 -1.57434 -4.32641  -0.54
H18 -3.21273 -2.86957 -6.83003  0.37
H19 -2.51989 -1.27013 -6.94871  0.58
H20 -0.61181 -1.96449 -5.68965  -0.35
H21 -0.76370 -2.85528 -7.17898  0.59
H22 -2.19690 -4.20434 -4.98580  0.35
H23 -1.08815 -4.84319 -6.12441  0.46
H24 0.78791 -4.60070 -4.75837  0.42
H25 -0.49434 -5.04979 -3.69082  0.33
H26 0.62283 -2.29678 -4.00854  0.05
H27 -0.74307 -2.68082 -2.95070  -0.33
H28 2.10913 -3.63107 -2.91007  0.38
H29 0.89479 -4.45725 -1.96305  0.62
H30 1.73958 -2.99152 -0.37151  0.70
H31 0.50109 -1.94722 -1.05978  -0.28
H32 2.67672 -1.45507 -2.67563  0.60
H33 2.13510 -0.45924 -1.35644  -0.59
H34 3.61596 -2.25105 0.02550  0.48
H35 4.34570 -2.51597 -1.51796  0.46
H36 5.20577 -0.35946 -1.67369  0.40
H37 5.61153 -0.91942 -0.06723  0.47
H38 5.15918 1.19267 0.17490  0.62
H39 3.90639 1.18482 1.92509  0.53
H40 3.03699 -0.57736 2.51691  0.34
C22 1.14428 3.90740 5.89105  -0.95
C23 2.08506 3.96726 4.69572  -0.60
C24 1.75389 2.92732 3.61783  0.10
C25 1.86779 1.56567 4.13491  0.37
N1 1.98073 0.48085 4.51143  -0.64
H41 1.21251 2.94764 6.40524  0.33
H42 1.40009 4.67678 6.60739  0.07
H43 0.10569 4.05605 5.58439  0.32
H44 3.11038 3.82536 5.04006  0.29
H45 2.03594 4.95906 4.24348  0.36
H46 2.44016 3.01334 2.77734  -0.01
H47 0.74326 3.07564 3.23722  0.37
C26 0.10891 1.70355 -3.08882  -0.22
C27 1.04454 2.39213 -4.07962  -0.48
C28 0.45127 2.42430 -5.49124  -0.69
C29 0.21703 1.06323 -5.94974  0.31
N2 0.04524 -0.01782 -6.31070  -0.46
H48 -0.05896 0.65910 -3.36140  -0.24
H49 0.52978 1.71366 -2.08510  -0.10
H50 -0.86001 2.20456 -3.04900  0.43
H51 2.00496 1.87453 -4.09571  0.29
H52 1.24061 3.41326 -3.75401  0.35
H53 1.11839 2.92384 -6.19320  0.36
H54 -0.49877 2.96040 -5.49172  0.29
C30 -3.01220 -6.37922 3.94086  -1.15
C31 -1.72951 -6.51891 3.12922  -0.54
C32 -1.46345 -5.31128 2.22321  -0.22
C33 -2.54121 -5.12670 1.25484  0.34
N3 -3.39144 -4.98042 0.49025  -0.55
H55 -3.88708 -6.31578 3.29314  0.35
H56 -3.14798 -7.24181 4.59255  0.34
H57 -2.98574 -5.48532 4.56640  0.30
H58 -1.78076 -7.42318 2.52090  0.31
H59 -0.88209 -6.63695 3.80626  0.32
H60 -0.53137 -5.44215 1.67366  0.29
H61 -1.37649 -4.39972 2.81651  0.27
C34 1.45218 7.60289 10.05918  -1.16
C35 1.78861 8.57775 8.93658  -0.41
C36 1.72107 7.93259 7.54731  -0.38
C37 2.67063 6.82886 7.42941  0.27
N4 3.42477 5.96087 7.34198  -0.49
H62 2.16567 6.77914 10.09782  0.35
H63 1.48128 8.10732 11.02421  0.33
H64 0.45338 7.18284 9.92888  0.30
H65 2.78702 8.98707 9.09694  0.29
H66 1.09168 9.41656 8.96216  0.31
H67 1.95144 8.66392 6.77292  0.32
H68 0.71932 7.54462 7.35469  0.30

Computed properties:
HOMO level, eV: -10.0
Structure (SMILES): CCCCCCCCCCCCCCCCCC[C@H]1OC(=O)O[C@H]1O.CCCC#N.CCCC#N.CCCC#N.CCCC#N
LUMO, eV: 0.431
Orbital gap, eV: 10.40
Net charge: 0